No. 1
21
Properties=species:S:1:pos:R:3:forces:R:3 method="wB97M-V/def2-TZVPD" orbital_gap_ev=12.00 e_above_lowest_ev=1.2114 e_tot_ha=-615.21641 charge=+1 lumo_energy_ev=-3.12 molar_mass_g_mol=121.1 homo_ha=-0.5559
C 2.269984 -0.926880 0.250113 -0.78 -0.60 -1.67
C -1.724756 -0.186759 1.817860 0.31 -2.48 1.05
C -0.360201 2.134506 0.376981 1.48 -0.06 0.49
C -1.945774 0.338642 -1.459464 2.26 -0.97 1.95
C 1.445582 -0.092453 -0.751264 0.45 1.25 1.07
O -0.394247 -0.293183 1.194239 -0.88 -1.85 0.72
P -0.218452 0.428968 -0.177363 -2.09 0.56 -1.77
H 3.248252 -0.566276 0.238792 1.67 0.48 -0.17
H 1.932377 -0.828344 1.209131 -0.95 0.49 2.56
H 2.294371 -1.990239 0.090231 -0.19 -0.36 -0.58
H -2.243642 0.450635 1.171611 -1.23 1.75 0.15
H -1.569847 0.018158 2.913058 -0.36 0.37 -1.41
H -2.343382 -1.144489 1.737192 1.44 0.80 0.09
H -1.364225 2.504773 0.276385 -0.28 0.24 -0.15
H 0.383012 2.791403 -0.093481 -0.39 0.00 0.11
H -0.120507 2.010468 1.457598 -0.04 0.56 -0.67
H -2.717543 -0.327041 -1.026329 0.74 0.11 -0.31
H -1.561597 0.019192 -2.422562 -0.27 -0.01 -0.05
H -2.302165 1.349854 -1.427480 0.06 0.47 -0.20
H 1.436988 -0.506238 -1.721469 -0.36 -0.60 -1.12
H 2.017254 0.851946 -0.853895 -0.59 -0.16 -0.10

No. 2
11
Properties=species:S:1:pos:R:3:forces:R:3 method="wB97M-V/def2-TZVPD" orbital_gap_ev=9.32 e_above_lowest_ev=0.3680 e_tot_ha=-951.37853 smiles="CC=O.SS" charge=0 lumo_energy_ev=0.19 molar_mass_g_mol=110.2 homo_ha=-0.3354
C 1.754178 -0.011018 -0.634801 0.74 -0.01 0.67
C 0.572580 -0.900342 -0.695825 -1.06 -1.05 -0.15
O 0.524810 -1.908721 -0.024725 0.14 0.19 -0.17
H 2.169328 -0.376382 0.308247 0.46 0.63 0.03
H 2.519626 -0.202030 -1.392271 -0.36 -0.13 -0.21
H 1.557751 1.061427 -0.615975 -0.23 -0.13 0.01
H -0.325389 -0.692613 -1.305132 0.38 0.40 -0.26
S -2.184665 1.018798 0.083397 0.47 0.54 0.17
S -1.673012 0.178817 1.926166 0.19 0.33 -0.54
H -2.104734 2.304995 0.486259 -0.17 -0.21 -0.13
H -2.810472 -0.472931 1.864660 -0.56 -0.57 0.58

No. 3
24
Properties=species:S:1:pos:R:3:forces:R:3 method="wB97M-V/def2-TZVPD" orbital_gap_ev=9.46 e_above_lowest_ev=1.4873 e_tot_ha=-1052.93815 smiles="Cc1cccc(CO[P@](=O)(O)OF)c1" charge=0 lumo_energy_ev=0.07 molar_mass_g_mol=220.1 homo_ha=-0.3448
C -2.462525 -1.563341 1.443801 0.91 1.40 -0.13
C -1.433201 -0.379912 1.329381 1.26 0.42 -0.44
C -1.696412 0.972100 1.779258 1.17 -0.26 -0.48
C -0.704507 2.062754 1.702620 0.19 -2.55 -0.87
C 0.586594 1.760110 1.106840 -1.95 -1.24 0.43
C 0.830548 0.397875 0.617383 -0.17 -0.26 0.49
C 2.210679 0.081498 -0.070892 -0.68 0.94 1.62
O 2.263156 0.853587 -1.321999 -1.26 -3.22 -0.75
P 1.415649 0.177986 -2.556522 -0.23 3.79 -3.49
O 1.693448 0.992237 -3.762927 -0.14 -0.84 1.44
O -0.218460 0.166136 -2.343967 2.04 -1.48 0.69
O 1.898102 -1.415064 -2.901385 0.57 0.81 2.50
F 1.043127 -1.813647 -3.907675 -0.77 -0.31 -0.81
C -0.131030 -0.684976 0.726531 -0.19 3.01 0.92
H -3.376781 -1.187333 1.962347 0.69 -0.62 -0.35
H -2.715326 -1.875952 0.397228 0.10 -0.02 1.07
H -1.935098 -2.373187 2.015536 -0.89 0.56 -0.59
H -2.712232 1.168700 2.201497 1.06 -0.07 -0.34
H -0.978073 3.071088 2.098468 0.43 -1.05 -0.49
H 1.345174 2.571036 1.042123 -0.53 -0.93 -0.10
H 3.053040 0.475312 0.557542 -0.77 -0.32 -0.70
H 2.380242 -1.015113 -0.207125 -0.26 0.88 -0.15
H -0.532278 -0.758080 -2.253982 -0.07 0.64 0.09
H 0.176165 -1.683815 0.345920 -0.53 0.73 0.42

No. 4
61
Properties=species:S:1:pos:R:3:forces:R:3 method="wB97M-V/def2-TZVPD" orbital_gap_ev=8.98 e_above_lowest_ev=1.3427 e_tot_ha=-1414.43099 smiles="C/C=C/C(=O)N1C[C@]2(CC(c3cccc(NC(=O)CCCCC)c3)=NO2)C[C@H]1C(N)=O" charge=0 lumo_energy_ev=0.48 molar_mass_g_mol=426.5 homo_ha=-0.3126
C 5.282461 3.650996 -0.771885 -0.01 -0.03 0.01
C 4.705202 2.302709 -1.017103 0.10 -0.09 -0.05
C 5.417035 1.223448 -1.310248 0.05 0.21 -0.32
C 4.855224 -0.119236 -1.601862 -0.09 0.14 -0.01
O 5.127787 -0.734015 -2.617418 0.13 -0.07 -0.12
N 4.032735 -0.657071 -0.663718 -0.28 -0.33 0.14
C 3.429281 -1.957752 -0.891578 -0.03 -0.41 -0.25
C 2.460034 -2.143246 0.280314 0.06 0.45 -0.01
C 1.011250 -1.726390 -0.010165 0.13 -0.27 0.06
C 0.291153 -3.030271 0.251992 0.96 0.44 0.01
C -1.140286 -3.219186 0.129089 -0.79 -0.37 0.00
C -1.707046 -4.469162 0.384788 0.10 0.12 -0.02
C -3.072052 -4.639121 0.266122 0.02 0.03 0.00
C -3.882174 -3.580120 -0.103747 0.05 0.18 -0.04
C -3.326187 -2.327806 -0.361232 0.19 -0.29 0.09
N -4.188784 -1.290471 -0.730434 -0.38 -0.21 0.01
C -3.890249 0.006769 -1.038237 -0.56 -0.08 -0.11
O -2.771676 0.469052 -1.022467 0.29 0.17 0.01
C -5.108123 0.828509 -1.431289 0.21 0.38 -0.03
C -5.030138 2.229603 -0.822668 -0.03 -0.27 0.18
C -5.210074 2.189225 0.693374 -0.12 0.29 -0.14
C -5.220895 3.577572 1.333183 0.16 -0.18 0.05
C -3.877045 4.290047 1.237902 -0.24 -0.01 0.02
C -1.953220 -2.151359 -0.243572 0.29 -0.02 0.03
N 1.086086 -3.964461 0.601257 -0.89 -0.33 -0.01
O 2.373550 -3.535796 0.644563 0.65 0.23 -0.02
C 3.139398 -1.337894 1.396133 -0.13 -0.16 -0.16
C 3.729225 -0.132750 0.655703 -0.12 0.46 0.33
C 4.951316 0.420709 1.395302 -0.34 -0.18 -0.09
N 6.057318 -0.342985 1.276979 0.47 -0.25 0.00
O 4.895221 1.411421 2.084708 -0.12 0.30 0.23
H 6.350217 3.666840 -0.973352 0.08 0.04 -0.01
H 4.787777 4.397571 -1.391067 0.01 0.10 -0.03
H 5.115804 3.919179 0.271692 0.01 0.09 0.06
H 3.628817 2.239767 -0.929311 -0.17 -0.15 0.05
H 6.484941 1.298254 -1.469569 0.10 0.03 0.01
H 2.943359 -1.981908 -1.869571 0.02 -0.08 0.09
H 4.185373 -2.752089 -0.875049 -0.09 0.03 -0.03
H 0.869160 -1.394897 -1.039212 -0.04 0.06 0.00
H 0.661558 -0.939982 0.659722 -0.04 0.06 -0.02
H -1.061887 -5.282960 0.671676 0.03 -0.13 0.04
H -3.515022 -5.603898 0.462351 -0.04 -0.08 0.02
H -4.950303 -3.721387 -0.194716 -0.11 -0.01 -0.01
H -5.161150 -1.561405 -0.781017 0.17 0.20 -0.02
H -5.101944 0.906958 -2.521871 -0.03 -0.10 0.00
H -6.032560 0.333440 -1.127905 -0.02 -0.03 -0.05
H -5.801748 2.862213 -1.266174 0.01 0.04 -0.04
H -4.054401 2.648720 -1.067282 -0.03 0.06 -0.08
H -4.403794 1.597500 1.133032 0.01 -0.08 0.07
H -6.155481 1.689959 0.925987 0.01 -0.09 0.01
H -5.991761 4.188146 0.856824 -0.09 0.01 0.05
H -5.489774 3.470595 2.386890 -0.08 0.06 -0.01
H -3.906257 5.225413 1.792284 0.08 0.10 0.02
H -3.626294 4.516536 0.205285 0.11 0.05 -0.10
H -3.088095 3.667903 1.654195 0.14 -0.04 0.04
H -1.533378 -1.181444 -0.445292 0.03 0.04 -0.01
H 2.452833 -1.045350 2.187724 0.00 0.01 0.02
H 3.929702 -1.952274 1.830891 0.02 0.01 -0.02
H 2.983018 0.670138 0.601349 0.22 -0.04 0.11
H 6.103352 -1.097658 0.614557 0.00 0.02 0.01
H 6.911586 -0.024851 1.703117 -0.06 0.01 0.01